26
Properties=species:S:1:pos:R:3:forces:R:3 method="wB97M-V/def2-TZVPD" gap_ha=0.26676 molar_mass_g_mol=131.219 e_above_lowest_kcal_mol=124.6 e_homo_ev=-6.69
C -0.35616 -0.10122 1.33581 -1.2 1.0 -1.3
C 0.67329 -0.72147 -0.81360 -0.1 0.9 -4.3
C -0.44129 0.13345 -0.69509 -0.2 -1.0 5.5
C -1.82738 0.14389 1.64361 0.1 0.0 0.4
C 0.08640 -1.42452 1.93603 0.0 -0.1 -0.3
C 0.50666 1.04488 1.83758 -0.1 0.0 -0.1
C 0.66868 1.30289 -3.17726 0.5 -0.1 0.2
N 0.52511 -0.01985 -2.62336 0.5 -1.3 0.1
O 0.44039 -2.05054 -0.91975 0.2 0.6 0.3
H 1.23254 -2.53876 -0.66444 0.0 0.0 -0.2
H 0.21520 -0.71062 -3.30374 0.2 0.0 0.3
H 1.65435 -0.39939 -0.48698 0.0 -0.1 0.1
H -0.28779 1.20130 -0.65467 0.0 -0.1 -0.4
H -1.41518 -0.26886 -0.93907 0.2 0.1 -0.2
H -2.45891 -0.66023 1.25479 0.1 0.0 0.0
H -1.99692 0.18685 2.73012 0.0 0.0 0.0
H -2.18355 1.08953 1.22581 0.1 0.0 0.0
H -0.45343 -2.26822 1.49929 0.0 0.0 0.0
H -0.10678 -1.44497 3.01910 0.0 0.2 -0.1
H 1.15971 -1.59969 1.81545 0.0 0.0 0.0
H 1.56634 0.89003 1.61304 0.0 0.0 0.0
H 0.42221 1.15667 2.92822 0.0 -0.1 -0.1
H 0.20576 2.00444 1.40527 0.0 -0.1 0.0
H 0.98584 2.00219 -2.39099 -0.1 0.0 -0.1
H 1.44340 1.34987 -3.95779 0.0 0.1 0.1
H -0.25851 1.70233 -3.61741 0.0 -0.1 0.1

=====

17
Properties=species:S:1:pos:R:3:forces:R:3 method="wB97M-V/def2-TZVPD" gap_ha=0.33449 molar_mass_g_mol=118.205 e_above_lowest_kcal_mol=70.9 e_homo_ev=-8.35
C -0.28486 1.32953 0.34663 0.6 0.5 -1.0
C 0.58300 1.19151 -0.93698 0.4 0.0 -0.1
C -0.93203 0.05904 0.69093 0.9 -2.6 -2.4
C 1.19478 -1.59176 0.34374 0.0 -1.4 1.9
N 0.47452 -0.18138 -1.37787 2.0 0.4 1.3
N 0.11564 -1.05121 -0.38021 -2.9 2.5 0.7
S -2.64868 0.10214 0.24800 -1.2 -1.5 0.8
H 0.29511 1.61465 1.17629 1.0 0.5 0.9
H -0.92553 2.14965 0.13435 -1.1 0.5 0.2
H 0.31637 1.90838 -1.72802 -0.3 -0.4 0.1
H 1.61920 1.43521 -0.71271 0.2 -0.1 0.2
H -0.77225 -0.33839 1.65157 0.2 -0.2 1.2
H 0.56409 -2.35647 0.94051 2.1 0.4 -0.5
H 1.96162 -1.95638 -0.37252 -0.8 -0.5 0.4
H 1.80724 -0.98451 1.05280 -0.6 0.3 -0.2
H -0.10585 -0.37464 -2.10919 -1.9 0.1 -2.3
H -3.26239 -0.95538 1.03270 1.3 1.4 -1.2

=====

9
Properties=species:S:1:pos:R:3:forces:R:3 method="wB97M-V/def2-TZVPD" gap_ha="0.31065 / 0.31089" molar_mass_g_mol=72.071 e_above_lowest_kcal_mol=174.3 e_homo_ev="-8.74 / -8.53"
C 1.22092 -0.04052 0.00287 3.0 -2.2 2.3
N -2.63397 1.12139 -1.56804 -1.1 1.3 -3.0
N 0.12054 0.63699 -0.19472 -1.0 2.7 -0.5
N -2.22267 0.58213 -0.59917 0.3 -2.0 3.3
N -1.87819 -0.07774 0.25385 -1.1 0.3 -0.6
H 1.32824 -0.59852 1.09119 -0.1 1.2 -2.2
H 2.05880 0.71934 -0.09564 -0.4 -0.6 0.3
H 1.40422 -0.77680 -0.78034 0.3 -0.5 -0.2
H -2.65108 2.13813 -1.61501 0.3 -0.2 0.5

=====

15
Properties=species:S:1:pos:R:3:forces:R:3 method="wB97M-V/def2-TZVPD" gap_ha="0.29529 / 0.25569" molar_mass_g_mol=100.117 e_above_lowest_kcal_mol=105.7 e_homo_ev="-7.89 / -7.37"
C 1.45225 0.37588 -0.49292 -0.8 -2.1 -0.5
C 0.23510 1.05798 -0.08910 -6.7 -3.3 1.7
O 0.15498 2.36560 0.06458 0.8 0.2 0.0
C -1.34368 0.10319 0.07956 5.4 2.8 -0.1
C -1.35517 -1.36599 -0.19769 3.3 0.1 1.9
C -2.53876 0.77284 0.47121 0.6 2.1 -2.2
O -3.63919 0.26046 0.32477 -0.2 -0.2 0.9
H 1.01512 -0.58816 -0.93884 1.3 1.5 -0.2
H 2.19713 0.02051 0.21377 -0.4 0.1 1.0
H 2.04888 1.04060 -1.07831 0.2 0.1 -1.4
H 1.04377 2.76987 -0.03584 -0.6 -0.2 0.0
H -1.39125 -1.61187 -1.20971 -0.7 -0.3 -1.9
H -2.10020 -1.85576 0.38640 -0.8 -0.3 0.2
H -0.35582 -1.84434 0.12263 -1.3 0.6 -0.2
H -2.43200 1.91390 0.54278 -0.2 -1.1 0.6

=====

62
Properties=species:S:1:pos:R:3:forces:R:3 method="wB97M-V/def2-TZVPD" gap_ha=0.26370 molar_mass_g_mol=506.198 e_homo_ev=-8.51
C 3.72770 0.10865 1.13331 -0.3 0.7 1.1
C 2.49285 0.78665 0.39792 1.2 0.5 -1.0
C 1.99457 -0.04266 -0.87211 0.3 -0.6 1.0
Cl 3.21020 -1.39821 -1.24205 -0.5 0.6 -0.3
Si 0.31756 -0.96802 -0.58330 0.1 0.7 -3.6
C -1.00385 0.10711 -1.48972 -0.5 -0.1 0.8
C -2.36068 -0.67201 -1.74197 -0.4 0.4 -0.2
C -3.40980 -0.52166 -0.55437 0.6 -1.1 1.0
S -5.03029 0.16489 -1.16331 -0.3 -0.7 -0.1
C -6.25145 -0.24520 0.14291 0.5 0.4 0.9
S -6.08706 0.52153 1.59598 -0.1 -0.8 -1.1
N -7.28274 -1.21210 -0.07835 0.6 0.2 0.5
C -7.80276 -1.93780 0.99083 -3.2 -3.1 -0.2
C -8.79711 -2.86595 0.45505 3.4 3.7 -0.7
N -8.81562 -2.59906 -0.94201 0.5 0.5 0.1
C -7.93732 -1.64155 -1.25397 -0.8 -1.6 1.6
O 0.42962 -2.44548 -1.41473 -0.9 0.2 2.5
Si 0.05830 -3.84984 -0.52100 1.2 -0.8 -2.2
C 1.17288 -5.25138 -1.23890 0.0 0.0 0.5
C 0.37974 -6.55882 -1.58637 1.3 0.6 -0.7
F 1.32937 -7.63650 -1.55581 -1.2 0.7 0.0
P -0.29816 -1.05657 1.54241 1.9 -0.4 2.8
N 1.03187 -1.28434 2.42505 -0.6 -0.3 -0.5
H 3.92767 0.72636 2.05908 -0.2 -0.6 -0.9
H 3.51234 -0.92892 1.50232 0.1 1.0 -0.6
H 4.68094 0.14234 0.53417 -1.2 -0.1 0.4
H 2.87256 1.77900 0.00446 -0.5 -1.0 0.4
H 1.64061 1.04856 1.08274 0.9 -0.6 -0.5
H 1.94509 0.55319 -1.82162 0.0 -0.5 1.0
H -0.57469 0.54174 -2.43247 -0.5 -0.4 0.9
H -1.23856 0.93786 -0.75141 0.3 -0.5 -1.1
H -2.85946 -0.28302 -2.66982 0.6 -0.4 0.7
H -2.15925 -1.76580 -1.90874 -0.3 1.0 0.1
H -2.99986 0.09734 0.29442 -0.6 -0.3 -1.0
H -3.59259 -1.54679 -0.11263 -0.1 1.1 -0.5
H -7.56844 -1.90225 2.07197 0.4 0.6 -1.3
H -9.40054 -3.61950 1.00588 0.6 0.8 -0.9
H -7.71608 -1.24284 -2.26294 -0.2 -0.3 1.0
H 0.36839 -3.79123 0.90745 -0.2 0.4 0.3
H -1.35480 -4.17998 -0.80965 -0.1 0.1 0.3
H 1.95160 -5.48885 -0.45617 -0.8 0.1 -0.7
H 1.75026 -4.82163 -2.10772 -0.7 -0.6 0.7
H 0.02966 -6.47028 -2.65409 0.1 -0.3 1.2
H -0.46359 -6.79459 -0.88990 0.8 0.1 -0.5
H -0.83810 0.22440 1.92797 -0.5 -0.6 -0.6
H -1.20561 -2.10732 1.87238 -0.6 0.7 -0.6
H 0.93012 -2.13607 2.98163 0.2 0.4 -0.1
C 5.11403 6.52616 -0.69093 0.1 -0.1 0.0
C 3.78616 5.88180 -0.33011 0.1 0.1 0.0
O 3.89975 4.51958 0.05085 -0.1 -0.2 -0.1
C 4.71263 4.24792 1.18311 0.0 0.1 0.1
C 4.23630 4.93450 2.45160 -0.1 0.1 0.0
H 5.59776 5.97508 -1.50163 -0.1 0.1 0.0
H 4.96091 7.55918 -1.01017 0.0 -0.1 0.0
H 5.80493 6.53736 0.15345 0.0 0.1 0.0
H 3.13474 5.90359 -1.20597 0.0 -0.2 0.1
H 3.27266 6.45228 0.45087 0.1 0.0 0.0
H 5.75639 4.49997 0.96747 0.0 0.1 0.0
H 4.68192 3.16614 1.33440 -0.1 0.0 -0.2
H 4.25388 6.02185 2.36003 0.1 0.0 0.0
H 4.87377 4.65887 3.29388 0.0 0.0 0.0
H 3.20866 4.64227 2.68039 0.1 0.0 0.0

=====

29
Properties=species:S:1:pos:R:3:forces:R:3 method="wB97M-V/def2-TZVPD" gap_ha=0.21562 total_charge=-2 molar_mass_g_mol=741.334 e_above_lowest_kcal_mol=13.1 e_homo_ev=-1.93
Au -0.29813 0.63678 -0.44906 0.4 0.4 0.0
S -1.51650 5.74679 0.89982 0.1 -0.1 0.0
Sb -0.95122 3.54325 0.95705 -0.6 0.2 0.2
S -0.44135 2.90196 -1.43593 -0.4 -0.3 0.0
S -3.89742 1.68134 -0.87576 0.3 -1.4 -0.2
S -3.43721 2.59032 0.81551 0.4 0.1 0.3
N 2.49193 3.05326 0.18231 0.1 -0.1 0.0
C 2.82320 1.80884 0.35260 0.0 0.2 -0.1
N 1.98357 0.76449 0.33326 -0.1 -0.2 0.1
C 2.60481 -0.43229 0.52487 0.1 -0.1 0.1
C 3.94861 -0.42253 0.69458 0.0 0.0 0.0
S 4.51515 1.22426 0.62167 0.0 0.0 0.0
C 1.74815 -1.63057 0.55287 0.0 0.0 0.0
C 2.08536 -2.88309 0.16623 -0.1 0.0 0.1
S 0.72392 -3.93807 0.33279 0.0 0.0 0.1
C -0.22391 -2.59573 0.89988 0.3 0.0 -0.1
N 0.43501 -1.47812 0.96668 -0.2 0.2 -0.4
N -1.51631 -2.75489 1.33289 -0.5 0.2 -0.4
H 0.83121 3.21969 -1.07508 0.1 -0.2 0.0
H 3.30544 3.65728 0.21496 0.0 0.0 0.0
H 4.59793 -1.25662 0.90070 0.0 0.0 0.0
H 3.02132 -3.21982 -0.24538 0.0 0.0 0.0
H -2.10973 -3.21929 0.65006 0.1 -0.1 0.0
H -1.92852 -1.83826 1.48256 0.0 0.0 0.1
O -2.43966 -1.39005 -2.31435 -0.1 0.3 0.1
S -3.78753 -1.07624 -1.84411 0.4 -0.9 -0.7
O -4.43288 -2.24664 -1.26076 0.0 0.3 0.3
O -3.52260 -0.08592 -0.57187 -0.5 1.5 0.0
O -4.61264 -0.36012 -2.80897 0.3 0.1 0.6

=====

Number 1: energy -406.73184 a.u.. Number 2: energy -665.98990 a.u.. Number 3: energy -259.28212 a.u.. Number 4: energy -345.63644 a.u.. Number 5: energy -3221.48204 a.u.. Number 6: energy -3915.62700 a.u..